62
Properties=species:S:1:pos:R:3:lowdin_charge:R:1 method="wB97M-V/def2-TZVPD" homo_lumo_gap_ev=7.140 fmax_ev_per_a=1.41 homo_energy_ev=-6.78
O -0.404 0.595 -0.393 -0.205
C 0.589 0.049 -1.311 -0.100
C 0.096 0.956 -2.430 -0.048
H 0.433 -1.017 -1.447 0.133
H 1.597 0.214 -0.945 0.119
C -1.049 1.367 -1.492 -0.505
H -0.211 0.459 -3.346 0.104
H 0.772 1.772 -2.670 0.122
C -2.376 0.746 -1.853 -0.002
H -2.302 -0.339 -1.872 0.100
H -2.682 1.083 -2.843 0.097
H -3.156 1.022 -1.149 0.079
C -1.156 2.830 -1.162 0.000
H -0.178 3.281 -1.024 0.084
H -1.732 2.982 -0.253 0.079
H -1.660 3.353 -1.975 0.101
Sc -0.324 0.546 1.833 0.707
C 0.549 2.094 3.380 -0.177
C 1.477 1.040 3.264 -0.197
C 2.026 1.099 1.964 -0.210
H 1.724 0.314 4.020 0.080
C 1.426 2.167 1.285 -0.168
C 0.490 2.776 2.144 -0.164
H -0.138 3.618 1.910 0.110
H -0.020 2.333 4.260 0.113
H 2.731 0.400 1.554 0.086
H 1.610 2.438 0.260 0.101
C -1.791 0.087 3.686 -0.155
C -2.248 1.263 3.045 -0.173
C -2.652 0.924 1.743 -0.176
H -2.276 2.250 3.470 0.113
C -2.445 -0.468 1.580 -0.169
C -1.932 -0.978 2.786 -0.220
H -1.614 -1.990 2.953 0.048
H -1.384 0.024 4.681 0.118
H -3.070 1.603 1.021 0.094
H -2.597 -1.037 0.680 0.109
O 0.385 -1.123 -5.581 -0.155
C -0.068 -0.014 -6.365 -0.218
C 0.090 -0.423 -7.821 -0.171
H 0.544 0.866 -6.137 0.116
H -1.099 0.212 -6.091 0.114
C 1.299 -1.348 -7.752 -0.171
H 0.232 0.427 -8.484 0.112
H -0.789 -0.973 -8.160 0.114
C 1.069 -2.056 -6.426 -0.202
H 2.220 -0.765 -7.718 0.114
H 1.366 -2.038 -8.591 0.112
H 1.994 -2.361 -5.935 0.117
H 0.447 -2.948 -6.560 0.118
Se 0.998 -1.921 2.230 0.657
C 1.179 -2.149 4.185 -0.581
C 0.118 -2.577 5.014 -0.127
C 0.288 -2.687 6.397 -0.093
C 1.520 -2.395 6.978 -0.107
C 2.592 -2.008 6.172 -0.090
C 2.424 -1.895 4.786 -0.157
H -0.849 -2.830 4.634 0.080
H -0.541 -2.999 7.021 0.098
H 1.645 -2.477 8.051 0.094
H 3.550 -1.789 6.624 0.097
H 3.263 -1.584 4.177 0.095

55
Properties=species:S:1:pos:R:3:lowdin_spin:R:1 method="wB97M-V/def2-TZVPD" homo_lumo_gap_ev="2.561 / 5.868" s2=2.01 total_charge=-1 fmax_ev_per_a=3.31 spin_multiplicity=3 homo_energy_ev="0.12 / -3.20"
O -1.794 -1.201 0.892 0.004
C -1.954 -2.268 1.894 0.000
C -3.273 -2.793 1.347 0.000
H -2.049 -1.853 2.911 0.000
H -1.135 -3.004 1.820 0.000
C -3.114 -1.594 0.398 0.001
H -4.140 -2.677 1.993 0.000
H -3.193 -3.781 0.892 0.000
C -4.131 -0.509 0.682 0.002
H -4.247 -0.340 1.752 0.000
H -5.096 -0.818 0.270 0.000
H -3.837 0.432 0.219 0.001
C -3.083 -1.976 -1.057 0.001
H -2.422 -2.830 -1.222 0.000
H -2.778 -1.120 -1.664 0.001
H -4.093 -2.266 -1.370 0.000
Ti 0.784 1.195 -0.161 1.419
C 2.260 2.522 -1.462 0.001
C 3.084 1.982 -0.432 0.033
C 3.133 0.569 -0.596 0.026
H 3.599 2.558 0.331 0.002
C 2.371 0.228 -1.761 0.070
C 1.782 1.428 -2.267 0.033
H 1.183 1.493 -3.170 0.003
H 2.148 3.579 -1.680 0.001
H 3.719 -0.101 0.020 0.003
H 2.380 -0.714 -2.303 0.012
C -0.215 3.274 -0.578 0.044
C -0.718 2.289 -1.497 0.025
C -1.372 1.271 -0.744 0.061
H -0.719 2.343 -2.587 0.000
C -1.308 1.654 0.645 0.051
C -0.581 2.881 0.734 0.026
H -0.358 3.453 1.642 0.001
H 0.235 4.228 -0.843 0.007
H -1.874 0.403 -1.164 0.013
H -1.771 1.123 1.472 0.008
O 0.783 -1.098 0.099 0.048
C 0.626 -2.262 -0.757 0.011
C 1.381 -3.389 -0.058 0.002
H 1.073 -2.047 -1.744 0.004
H -0.447 -2.472 -0.910 0.001
C 2.147 -2.727 1.083 0.002
H 1.992 -3.873 -0.824 0.001
H 0.687 -4.136 0.364 0.000
C 1.262 -1.553 1.414 0.009
H 3.122 -2.348 0.764 0.001
H 2.307 -3.386 1.937 0.001
H 1.762 -0.725 1.925 0.001
H 0.371 -1.840 1.995 0.000
F 1.479 1.343 1.524 0.063
B 3.510 5.361 -0.041 0.002
F 4.814 5.194 0.233 0.001
F 3.131 5.920 -1.206 0.002
F 2.580 4.979 0.847 0.001

43
Properties=species:S:1:pos:R:3:lowdin_charge:R:1 method="wB97M-V/def2-TZVPD" homo_lumo_gap_ev=9.389 smiles="CSCC(=O)N1CCC(CCC(=O)NC2CC2)CC1" fmax_ev_per_a=0.71 homo_energy_ev=-8.73
C -2.951 -0.920 -4.116 -0.385
H -3.826 -1.472 -3.786 0.038
H -2.954 0.082 -3.698 0.035
H -2.922 -0.877 -5.200 0.029
S -1.454 -1.793 -3.583 0.817
C -1.664 -1.624 -1.781 -0.392
C -1.606 -0.174 -1.338 -0.549
O -2.590 0.351 -0.842 0.031
N -0.463 0.501 -1.553 -0.064
C 0.791 -0.048 -2.025 -0.166
H 0.880 0.107 -3.107 0.114
C 1.966 0.612 -1.288 -0.127
H 2.813 -0.074 -1.288 0.121
H 2.279 1.526 -1.795 0.122
C 1.544 0.946 0.145 -0.316
C 2.740 1.350 1.009 -0.155
C 2.397 1.409 2.503 -0.093
C 2.231 0.001 3.044 -0.501
O 3.186 -0.737 3.189 0.051
N 0.992 -0.438 3.376 0.112
C -0.293 0.153 3.200 -0.305
C -1.266 -0.475 2.237 -0.103
C -1.490 -0.582 3.718 -0.093
H -2.288 -0.008 4.162 0.100
H -1.333 -1.541 4.187 0.101
H -1.916 0.153 1.649 0.087
H -0.945 -1.367 1.720 0.105
H -0.292 1.230 3.297 0.134
H 0.984 -1.399 3.696 0.152
H 3.244 1.847 3.035 0.126
H 1.520 2.028 2.674 0.096
H 3.113 2.323 0.683 0.120
H 3.544 0.622 0.881 0.119
C 0.478 2.051 0.089 -0.115
C -0.383 1.895 -1.172 -0.123
H 0.050 2.449 -2.010 0.129
H -1.398 2.254 -0.999 0.122
H -0.160 1.997 0.969 0.099
H 0.956 3.031 0.074 0.122
H 1.099 0.044 0.578 0.138
H 0.811 -1.123 -1.844 0.106
H -2.641 -2.027 -1.512 0.088
H -0.884 -2.231 -1.322 0.074

116
Properties=species:S:1:pos:R:3:lowdin_charge:R:1 method="wB97M-V/def2-TZVPD" homo_lumo_gap_ev=8.707 smiles="NC(N)=O.NC(N)=O.NC(N)=O.NC(N)=O.NC(N)=O.NC(N)=O.NC(N)=O.CC(C)O.CC(C)O.CC(C)O.CC(C)O.CC(C)O" fmax_ev_per_a=13.49 homo_energy_ev=-8.53
C 3.365 -2.247 -0.393 -0.752
O 4.290 -2.416 -1.324 -0.079
N 3.662 -1.782 0.725 0.129
N 2.099 -2.435 -0.545 0.175
H 4.682 -1.613 0.988 0.197
H 3.130 -2.168 1.513 0.157
H 1.723 -2.717 -1.544 0.117
H 1.559 -1.705 0.082 0.092
C -0.267 -0.330 -0.289 -0.584
O -1.591 -0.307 -0.557 -0.093
N 0.642 0.052 -1.069 0.244
N 0.274 -0.821 0.821 0.149
H 0.365 0.517 -1.949 0.097
H 1.590 -0.242 -0.973 0.076
H -0.382 -1.286 1.468 0.073
H 0.968 -0.213 1.265 0.068
C 3.304 1.054 -2.881 -0.714
O 2.937 2.297 -2.934 -0.039
N 3.705 0.510 -1.775 0.204
N 3.486 0.357 -3.954 0.166
H 3.500 1.120 -0.949 0.105
H 4.149 -0.389 -1.619 0.085
H 3.228 0.796 -4.883 0.163
H 3.790 -0.650 -3.978 0.144
C 1.018 -1.408 5.545 -0.678
O 2.136 -0.782 5.966 -0.080
N 0.427 -2.315 6.240 0.163
N 0.475 -1.171 4.391 0.185
H 0.922 -2.245 7.161 0.150
H -0.538 -2.240 6.183 0.072
H 0.992 -0.380 3.958 0.065
H -0.397 -1.392 3.951 0.057
C -4.147 0.305 -2.630 -0.754
O -3.179 -0.124 -3.372 -0.035
N -4.004 0.434 -1.360 0.126
N -5.304 0.495 -3.179 0.162
H -3.091 0.166 -1.005 0.039
H -4.394 1.286 -0.969 0.148
H -5.396 0.271 -4.202 0.144
H -6.238 0.320 -2.664 0.164
C -4.831 -2.998 -0.599 -0.639
O -6.155 -2.655 -0.522 -0.140
N -3.836 -2.219 -0.947 0.180
N -4.478 -4.135 -0.097 0.148
H -4.021 -1.174 -1.131 0.072
H -2.881 -2.502 -0.803 0.074
H -5.227 -4.724 0.150 0.102
H -3.580 -4.574 -0.217 0.113
C 2.659 0.574 2.801 -0.681
O 3.585 -0.138 3.531 -0.084
N 2.566 0.418 1.564 0.103
N 1.617 1.163 3.265 0.147
H 3.158 -0.370 1.223 0.053
H 2.331 1.252 0.954 0.118
H 1.559 1.396 4.285 0.158
H 0.794 1.542 2.717 0.089
C -0.944 -3.319 2.216 -0.027
C -2.215 -2.486 2.372 -0.617
C -2.816 -2.725 3.761 -0.028
O -1.974 -1.260 2.270 -0.043
H -0.305 -3.189 3.044 0.059
H -0.407 -3.131 1.280 0.071
H -1.229 -4.357 2.089 0.090
H -2.981 -2.853 1.631 0.137
H -3.935 -2.580 3.846 0.105
H -2.215 -2.204 4.521 0.062
H -2.680 -3.792 4.014 0.083
H -2.739 -0.756 1.960 0.147
C -0.318 1.554 -3.685 -0.045
C -0.592 2.773 -2.866 -0.546
C -2.004 2.739 -2.453 -0.051
O 0.183 2.991 -1.800 0.001
H 0.684 1.388 -3.625 0.022
H -0.640 1.636 -4.735 0.126
H -0.896 0.791 -3.173 0.056
H -0.470 3.456 -3.627 0.124
H -2.239 3.766 -2.244 0.080
H -2.286 2.120 -1.639 0.048
H -2.768 2.605 -3.248 0.110
H 0.067 3.909 -1.554 0.125
C -0.848 -2.690 -2.601 -0.015
C 0.470 -2.977 -3.359 -0.595
C 1.112 -1.606 -3.774 -0.018
O 1.316 -3.666 -2.822 0.029
H -1.279 -1.745 -2.859 0.058
H -0.683 -2.654 -1.543 0.055
H -1.489 -3.468 -2.806 0.053
H 0.123 -3.474 -4.327 0.162
H 1.508 -1.047 -2.993 0.013
H 0.422 -0.959 -4.267 0.074
H 1.963 -1.700 -4.380 0.054
H 1.065 -4.582 -3.012 0.166
C 3.204 4.988 -0.129 -0.010
C 3.579 3.540 -0.088 -0.639
C 4.381 3.128 1.111 -0.023
O 2.584 2.748 -0.147 -0.075
H 2.673 5.239 -1.054 0.086
H 4.099 5.566 -0.071 0.076
H 2.539 5.155 0.724 0.093
H 4.192 3.237 -0.904 0.125
H 3.941 3.456 2.013 0.072
H 5.431 3.505 1.122 0.104
H 4.474 2.036 1.104 0.076
H 2.273 2.674 -1.058 0.064
C -1.293 1.993 3.062 -0.047
C -1.297 2.215 1.601 -0.656
C -2.183 3.441 1.251 -0.014
O -0.135 2.419 1.198 0.019
H -1.002 0.864 3.224 0.098
H -2.289 2.168 3.457 0.089
H -0.611 2.645 3.611 0.095
H -1.770 1.315 1.084 0.136
H -2.091 3.534 0.168 0.056
H -1.953 4.325 1.863 0.092
H -3.220 3.407 1.556 0.071
H -0.215 2.421 0.265 0.065

10
Properties=species:S:1:pos:R:3:lowdin_charge:R:1 method="wB97M-V/def2-TZVPD" homo_lumo_gap_ev=8.021 total_charge=-2 fmax_ev_per_a=2.93 homo_energy_ev=-1.67
C -1.145 0.759 1.966 -0.160
C -2.490 1.372 2.245 -0.757
N -0.133 0.204 1.811 0.103
O -3.037 1.102 3.387 -0.130
O 2.386 0.485 -2.957 -0.574
O -2.890 2.065 1.313 -0.045
O 0.939 -1.495 -3.193 -0.584
O 2.572 -1.534 -1.207 -0.469
S 1.454 -0.465 -2.281 0.625
H 2.346 -2.493 -1.085 -0.009